ORCA calculation (ωB97M-V with the def2-TZVPD basis set) on a 5-piece molecular cluster, C29H54ClFN9O8P overall in a non-equilibrium geometry.

Computed properties:
- Strongest force on any atom: 2.7 eV/Å
- HOMO energy: -6.543 eV
- Frontier orbital gap: 6.941 eV
- SMILES string: C#C[C@@H](OCC)[C@](CCCF)(C[C@H](C)Cl)O[C@](CCCCOC=O)(c1ccccn1)P(C)C.NC(N)=O.NC(N)=O.NC(N)=O.NC(N)=O

Geometry as XYZ:
```
103
Properties=species:S:1:pos:R:3:forces:R:3
C 1.33463 -3.13383 3.43532 0.5633 0.8255 -0.0820
C 0.94387 -2.19024 2.78850 -0.4688 0.0850 -0.3934
C 0.48949 -0.92417 2.04036 0.7074 -0.9346 1.7486
O 1.61194 -0.01907 2.12265 -0.7955 -0.3875 0.0150
C 2.04416 0.16855 3.46716 1.0842 2.0016 0.4114
C 2.68434 1.59907 3.52795 0.4008 -0.8544 -0.8086
C 0.05628 -1.23278 0.57735 1.4586 -1.0830 -0.6068
C -0.31139 -2.76000 0.43508 -0.5491 0.3419 -0.6115
C -0.97344 -3.07000 -0.95401 0.3596 -1.0494 1.0171
C -1.21714 -4.61404 -0.99569 0.4425 0.6663 -0.8764
F -2.54735 -4.95754 -0.70726 0.5074 0.1144 0.0415
C 1.29644 -0.90488 -0.34759 -1.3467 -1.0524 -0.6244
C 2.52836 -1.82146 -0.17509 1.3913 2.0074 -0.9315
C 3.79809 -0.97538 -0.59294 -0.3995 -0.8687 1.3683
Cl 2.50148 -3.21046 -1.37660 -0.1617 0.2386 0.6224
O -1.00049 -0.48576 -0.01685 0.1416 0.6525 0.9297
C -2.04354 0.05502 0.76124 -1.8786 1.4220 0.0882
C -1.78866 1.43901 1.44917 0.3594 0.2893 0.0797
C -1.46949 2.63211 0.50432 0.6180 0.0740 0.1420
C -0.14196 2.51667 -0.30585 -0.2018 0.8423 0.4339
C 1.06953 2.79259 0.63631 -0.0028 0.0611 -0.9785
O 1.79391 3.98062 0.14205 0.4063 -0.7207 -0.2638
C 2.86487 3.59009 -0.59918 1.0621 0.3176 -0.0345
O 3.99428 3.75508 -0.22026 -0.2865 0.2033 -0.0767
C -2.81038 -0.97768 1.68595 1.5413 2.1615 -0.4346
C -2.90977 -0.67614 3.05391 -1.2372 -1.6607 1.1893
C -3.63630 -1.61065 3.86910 0.7853 0.1800 -2.4501
C -4.14294 -2.70979 3.14939 -0.6629 -0.5677 1.1625
C -4.00496 -2.88499 1.76073 0.1699 0.4049 0.7517
N -3.32994 -2.00558 1.02346 -0.1960 -0.6020 0.9583
P -3.40747 0.40638 -0.57739 -0.7181 -2.4467 -0.7949
C -2.63317 1.02832 -2.15125 0.0041 1.2117 0.6609
C -4.70908 1.56118 0.08827 0.5401 1.1380 -0.7361
H 1.93702 -3.79233 4.04457 -0.6452 0.0478 -0.3686
H -0.28161 -0.49545 2.70771 -0.1180 -0.2613 -0.7040
H 1.21046 0.15021 4.19688 0.2852 -0.4577 -0.4094
H 2.86770 -0.52304 3.74204 -0.8598 -0.0841 -0.1529
H 3.36288 1.69041 4.39674 -0.6438 0.1118 -0.2249
H 1.93783 2.40622 3.45577 0.3532 -0.3366 0.2977
H 3.34312 1.67156 2.63323 -0.3738 0.1245 0.5054
H 0.57189 -3.41840 0.49660 -0.1902 0.5863 0.1819
H -0.98444 -3.07989 1.25914 0.2719 0.2725 -0.5142
H -1.91466 -2.51796 -1.10648 0.4086 -0.2844 0.0348
H -0.24331 -2.85440 -1.75507 -0.4712 0.0895 0.3202
H -0.54301 -5.14299 -0.29631 -0.4904 0.1768 -0.1414
H -0.97428 -4.97452 -2.01911 -0.4400 -0.0096 0.5410
H 1.53766 0.17259 -0.32420 0.0770 -0.7214 0.3851
H 0.90802 -1.07434 -1.37706 0.2821 0.1577 0.5544
H 2.74260 -2.17300 0.84438 -0.6180 -0.3228 -0.5119
H 4.66858 -1.52364 -0.17746 -0.2192 0.3714 -0.7232
H 3.86765 -0.82962 -1.68048 0.0309 0.1158 0.5329
H 3.73230 -0.03186 -0.01643 0.1242 -0.2586 -0.5660
H -2.71113 1.72775 1.99670 0.4737 -0.2619 -0.3635
H -0.98674 1.43746 2.22755 -0.3020 -0.2609 -0.4074
H -2.29391 2.92092 -0.16993 0.2304 -0.4761 0.4057
H -1.33325 3.51174 1.17435 -0.2313 -0.4358 -0.4208
H -0.14906 3.36227 -1.02813 0.0525 -0.5219 0.3622
H -0.04816 1.60288 -0.91215 -0.0551 0.2658 0.5110
H 0.77004 3.06511 1.66429 0.0929 -0.2515 -0.5829
H 1.81825 1.98224 0.66632 -0.6026 0.1582 0.2792
H 2.75713 3.13906 -1.61855 -0.8776 0.1107 0.6177
H -2.47919 0.19707 3.55382 -0.0273 -0.2947 -0.6344
H -3.75183 -1.49476 4.95027 -0.0042 -0.0842 -0.4807
H -4.68478 -3.48619 3.71442 0.2193 0.3945 -0.3751
H -4.45274 -3.75683 1.26069 0.3308 0.4646 0.1938
H -2.65130 2.13780 -2.19082 0.1115 -0.5595 -0.2406
H -3.17398 0.62403 -3.02442 0.1332 0.1215 0.5575
H -1.57970 0.71810 -2.22844 -0.5210 0.0118 0.1510
H -4.49447 2.60223 -0.24673 -0.1476 -0.4140 0.5466
H -4.79702 1.54450 1.19051 0.0209 -0.1065 -0.6100
H -5.66419 1.28843 -0.40377 0.5260 -0.1029 0.5042
N -1.13302 3.89805 -5.54178 0.0715 0.2292 0.0542
C -1.25594 2.57992 -5.20325 0.0389 -0.0255 0.0172
N -1.77378 1.78040 -6.18172 -0.0703 -0.2177 -0.0667
O -0.92969 2.15038 -4.11201 0.1882 0.1308 -0.2145
H -1.39604 4.27171 -6.43365 -0.0156 -0.0363 0.0152
H -0.75619 4.51565 -4.84621 -0.0276 -0.0367 -0.0226
H -1.87873 0.80523 -5.96776 0.0118 0.0471 -0.0006
H -2.04915 2.11284 -7.08605 0.0068 0.0216 0.0313
N 5.24841 3.36127 -3.47254 -0.0702 0.1663 0.2724
C 5.48534 2.05302 -3.78724 0.0057 0.0147 0.0811
N 5.46260 1.77038 -5.12522 0.0198 -0.1687 -0.2080
O 5.69954 1.20271 -2.94339 -0.0464 -0.0128 -0.0514
H 5.06850 4.07204 -4.15558 0.0244 -0.0411 -0.0135
H 5.25592 3.61036 -2.49608 -0.0087 -0.0480 -0.0111
H 5.63227 0.81861 -5.39433 -0.0087 0.0423 0.0309
H 5.28831 2.45404 -5.83663 0.0029 0.0097 0.0429
N 4.37119 -8.22895 -0.82300 0.1434 -0.2214 0.0846
C 4.07078 -6.89473 -0.87997 -0.0365 0.1116 -0.0122
N 2.97990 -6.58599 -1.64172 -0.1573 0.1703 -0.1186
O 4.72673 -6.05277 -0.29616 0.0176 -0.0849 0.0205
H 3.84560 -8.93950 -1.29507 -0.0102 0.0432 -0.0032
H 5.16658 -8.49523 -0.27248 -0.0360 0.0306 -0.0253
H 2.72344 -5.61484 -1.71079 0.0637 -0.1346 0.1026
H 2.43059 -7.26906 -2.12739 0.0462 -0.0252 0.0302
N -5.63629 4.35355 3.55590 -0.2142 -0.0334 -0.0971
C -4.28564 4.37207 3.35915 -0.0152 0.0206 -0.0176
N -3.54045 4.53006 4.49313 0.2219 -0.0267 0.0984
O -3.78297 4.25624 2.25566 0.0250 -0.0422 0.0270
H -6.07050 4.44693 4.45428 0.0376 0.0015 -0.0070
H -6.21525 4.23878 2.74383 0.0369 0.0057 0.0313
H -2.54262 4.54881 4.38598 -0.0492 0.0220 -0.0047
H -3.93364 4.62701 5.40989 -0.0201 0.0022 -0.0329
```
Positions in Å, forces in eV/Å.